Here is 3 unconnected molecules or ions with the total composition C56H66Br3NO6S2 at a distorted geometry from OMol25. Energies are from wB97M-V/def2-TZVPD.

```
134
C56H66Br3NO6S2 (wB97M-V/def2-TZVPD)
C 6.84081 -0.19621 1.87960
C 8.00457 0.78792 2.11387
C 8.01578 2.01580 1.19247
C 8.72571 1.76391 -0.13897
C 8.58938 2.90462 -1.16509
C 7.68482 2.61521 -2.36187
C 6.26908 2.13268 -2.01482
C 5.27836 2.50232 -3.11756
N 4.01826 1.74998 -2.99596
C 4.01745 0.46644 -3.73515
C 4.35210 -0.75275 -2.85951
C 5.46189 -1.62842 -3.44415
C 5.84479 -2.83514 -2.57700
C 4.66168 -3.73308 -2.18276
C 3.97335 -3.34997 -0.85933
C 2.45598 -3.55872 -0.86128
C 2.04126 -5.02518 -0.99979
C 2.84904 2.50851 -3.26469
S 2.61333 3.52997 -4.51351
S 1.69933 2.10481 -2.03259
C 0.14851 2.79591 -2.63443
C -0.95188 2.48154 -1.61691
C -2.34358 2.89314 -2.14116
C -3.35644 1.77222 -1.92707
O -4.68738 2.32431 -2.00071
C -5.61638 1.78357 -2.84264
O -5.73504 2.15787 -3.93396
C -6.50064 0.73694 -2.21061
C -7.95966 1.12992 -1.86793
C -8.94107 0.02364 -2.24148
Br -8.56887 2.79776 -2.65347
C -3.14785 0.55155 -2.80544
Br -2.74767 0.86802 -4.61914
C -3.21898 -0.68551 -2.32202
C -3.48027 -1.06749 -0.88521
Br -2.99765 -2.19484 -3.43068
H 6.31483 -0.39516 2.81628
H 6.10976 0.20577 1.16902
H 7.18772 -1.15883 1.49698
H 7.97400 1.13105 3.15206
H 8.95264 0.25338 1.98149
H 6.98030 2.33001 1.01221
H 8.53449 2.83806 1.69931
H 8.38053 0.81628 -0.57749
H 9.78826 1.61072 0.08461
H 9.58568 3.14411 -1.55098
H 8.21729 3.80133 -0.65170
H 8.17902 1.87054 -2.99971
H 7.60524 3.52663 -2.96753
H 5.94911 2.56285 -1.05836
H 6.26591 1.04651 -1.87047
H 5.74411 2.31548 -4.09677
H 5.06096 3.57203 -3.08227
H 3.02371 0.33371 -4.17229
H 4.72313 0.55562 -4.57006
H 3.44329 -1.34616 -2.71896
H 4.64459 -0.39728 -1.86607
H 5.15402 -1.99461 -4.43176
H 6.34731 -0.99411 -3.58604
H 6.58191 -3.42675 -3.12908
H 6.34599 -2.47909 -1.66736
H 3.92191 -3.75045 -2.99666
H 5.02680 -4.76303 -2.10028
H 4.41684 -3.92950 -0.03993
H 4.17559 -2.29867 -0.63506
H 2.02794 -2.97540 -1.68631
H 2.04290 -3.16010 0.07103
H 2.20012 -5.56315 -0.06016
H 2.60962 -5.53271 -1.78384
H 0.98022 -5.11868 -1.24965
H -0.07220 2.32614 -3.59779
H 0.26142 3.86934 -2.79999
H -0.94296 1.40002 -1.43084
H -0.73211 2.98529 -0.67170
H -2.72351 3.77953 -1.62726
H -2.28933 3.15116 -3.20093
H -3.21862 1.41937 -0.89873
H -6.50209 -0.11226 -2.90092
H -6.03283 0.42360 -1.27478
H -8.01816 1.30554 -0.79404
H -8.52288 -0.94515 -1.94161
H -9.90276 0.16105 -1.74680
H -9.08548 -0.00716 -3.32401
H -3.02266 -2.03297 -0.66960
H -3.06475 -0.33978 -0.18653
H -4.55267 -1.16867 -0.69399
O 7.29755 -5.58362 8.46740
C 7.45753 -4.90735 7.47433
C 6.32095 -4.59576 6.55996
C 5.05571 -5.07291 6.87909
C 3.97978 -4.77518 6.06123
C 4.16225 -3.99930 4.92190
C 5.42236 -3.52923 4.59243
C 6.50673 -3.82843 5.40819
C 7.85741 -3.32049 5.02976
O 8.03632 -2.69214 4.00833
C 8.98780 -3.60754 5.95987
C 10.25026 -3.11433 5.65261
C 11.31248 -3.35445 6.50729
C 11.11940 -4.08852 7.67260
C 9.86547 -4.58774 7.98047
C 8.79595 -4.35081 7.12540
H 4.93223 -5.67079 7.77154
H 2.99422 -5.14536 6.31160
H 3.31722 -3.76202 4.29013
H 5.58268 -2.92840 3.70732
H 10.38151 -2.54431 4.74316
H 12.29462 -2.96883 6.26735
H 11.95066 -4.27114 8.34083
H 9.69808 -5.16379 8.88010
O -14.44507 0.73367 -1.34079
C -14.37886 1.84735 -0.86546
C -15.11710 2.19823 0.38268
C -15.87586 1.21873 1.01222
C -16.55336 1.51543 2.18239
C -16.47571 2.79143 2.73014
C -15.72712 3.77294 2.10342
C -15.04728 3.48145 0.92701
C -14.25792 4.56077 0.26403
O -14.23247 5.68533 0.71593
C -13.50242 4.20351 -0.97032
C -12.72964 5.17768 -1.59100
C -12.00434 4.86405 -2.72784
C -12.04917 3.57725 -3.25218
C -12.82375 2.60514 -2.64342
C -13.55190 2.91269 -1.50078
H -15.92330 0.23181 0.57289
H -17.14368 0.75172 2.67153
H -17.00201 3.01918 3.64780
H -15.65966 4.77185 2.51192
H -12.70435 6.17255 -1.16810
H -11.39690 5.62173 -3.20543
H -11.47320 3.33148 -4.13415
H -12.87031 1.59970 -3.03898
```

Computed properties:
- molar mass (g/mol) = 1152.99
- LUMO level (eV) = -1.05
- SMILES = CCCCCCCCN(CCCCCCCC)C(=S)SCCC[C@@H](OC(=O)C[C@H](C)Br)/C(Br)=C(\C)Br.O=C1c2ccccc2C(=O)c2ccccc21.O=C1c2ccccc2C(=O)c2ccccc21
- net charge = 0
- HOMO-LUMO gap (eV) = 7.5
- 2S+1 = 1